1.
{
  "formula": "C4H7N2O9OsS",
  "method": "ωB97M-V/def2-TZVPD",
  "species": ["Os", "N", "C", "C", "C", "O", "O", "H", "H", "H", "H", "H", "H", "O", "S", "O", "O", "O", "O", "C", "O", "H", "O", "N"],
  "positions_angstrom": [[-1.352, -0.423, -0.539], [-0.162, 1.221, -0.073], [-0.130, 1.513, 1.404], [0.625, 0.405, 2.130], [0.295, -0.940, 1.540], [1.106, -1.814, 1.328], [-0.996, -1.099, 1.217], [0.791, 1.046, -0.401], [-0.507, 2.041, -0.572], [-1.162, 1.586, 1.737], [0.354, 2.476, 1.563], [0.332, 0.389, 3.183], [1.703, 0.542, 2.090], [2.048, -2.373, -1.145], [2.743, -1.516, -0.250], [3.836, -1.974, 0.511], [-0.955, -1.643, -1.703], [2.448, -0.117, -0.317], [-2.848, 0.992, -0.096], [-2.944, 1.354, -1.308], [-2.151, 0.792, -2.115], [-3.675, 2.098, -1.625], [0.289, -2.792, -3.458], [0.312, -1.766, -3.101]],
  "forces_ev_per_angstrom": [[0.046, -0.109, -0.269], [-0.038, 0.087, 0.087], [0.024, -0.014, -0.057], [0.052, 0.028, -0.051], [-0.029, 0.086, 0.119], [-0.046, -0.160, 0.104], [-0.004, -0.125, 0.059], [-0.005, -0.029, 0.002], [-0.001, -0.003, 0.008], [-0.007, -0.008, 0.001], [0.006, -0.007, -0.014], [-0.019, -0.001, -0.015], [0.028, 0.010, -0.017], [0.110, -0.018, -0.099], [-0.104, 0.110, 0.118], [-0.040, 0.002, -0.005], [-0.108, 0.136, 0.149], [0.135, 0.006, -0.102], [0.004, 0.064, -0.071], [0.056, -0.151, -0.057], [-0.088, 0.100, 0.179], [0.030, 0.001, -0.011], [-0.002, 0.121, 0.037], [0.002, -0.128, -0.095]],
  "orbital_gap_ev": 7.30,
  "energy_ev": -38960.90951,
  "homo_ha": -0.4772,
  "de_lowest_ev": 0.668,
  "charge": 1
}

---

2.
{
  "formula": "C24H24BiClNP",
  "method": "ωB97M-V/def2-TZVPD",
  "species": ["Bi", "Cl", "P", "C", "C", "C", "C", "C", "C", "C", "C", "C", "C", "C", "C", "C", "C", "C", "C", "C", "C", "H", "H", "H", "H", "H", "H", "H", "H", "H", "H", "H", "H", "H", "H", "H", "H", "H", "C", "C", "C", "C", "N", "C", "C", "H", "H", "H", "H", "H", "H", "H"],
  "positions_angstrom": [[1.182, -0.386, 1.219], [3.444, -0.559, 2.163], [-0.079, 0.012, -1.580], [-0.818, 1.607, -2.158], [-2.045, 1.674, -2.834], [-2.570, 2.902, -3.254], [-1.895, 4.079, -2.970], [-0.724, 4.046, -2.196], [-0.192, 2.812, -1.808], [1.526, -0.217, -2.485], [2.257, -1.403, -2.183], [3.597, -1.545, -2.524], [4.208, -0.539, -3.256], [3.513, 0.621, -3.606], [2.190, 0.785, -3.221], [-1.149, -1.286, -2.376], [-1.770, -2.192, -1.493], [-2.498, -3.264, -1.981], [-2.670, -3.435, -3.372], [-2.102, -2.515, -4.246], [-1.335, -1.447, -3.737], [1.724, -2.214, -1.599], [4.119, -2.432, -2.227], [5.253, -0.663, -3.567], [3.999, 1.390, -4.183], [1.628, 1.690, -3.480], [-2.596, 0.741, -3.077], [-3.498, 2.928, -3.813], [-2.263, 5.034, -3.347], [-0.227, 4.972, -1.912], [0.754, 2.788, -1.222], [-1.665, -2.041, -0.412], [-2.946, -3.992, -1.288], [-3.248, -4.286, -3.746], [-2.254, -2.628, -5.315], [-0.881, -0.746, -4.463], [-2.315, 0.609, 2.531], [-2.570, 1.073, 1.853], [0.627, -0.372, 8.195], [0.380, -0.152, 6.738], [1.183, 0.744, 5.985], [1.055, 0.756, 4.600], [0.190, -0.065, 3.949], [-0.717, -0.773, 4.675], [-0.641, -0.845, 6.062], [1.644, -0.769, 8.372], [0.537, 0.567, 8.768], [-0.097, -1.095, 8.576], [1.912, 1.379, 6.488], [1.667, 1.380, 3.979], [-1.486, -1.279, 4.129], [-1.339, -1.449, 6.647]],
  "forces_ev_per_angstrom": [[0.239, -0.298, 2.275], [-0.872, 0.207, -0.585], [-0.432, 0.515, -4.286], [0.301, -0.217, 0.790], [-0.910, -0.691, -0.393], [0.296, -0.715, 0.063], [0.448, 0.270, 0.299], [0.152, -0.544, -0.128], [0.797, 0.726, 0.494], [0.064, 0.049, 0.896], [-0.721, -0.701, 1.204], [-1.132, 0.053, 0.038], [0.785, 0.049, -0.207], [-0.729, -0.103, 0.059], [-0.293, 0.569, 0.110], [-0.154, -0.527, 1.767], [0.221, 0.145, 0.176], [-0.395, -0.490, -0.314], [0.088, 0.059, 0.728], [0.194, 0.384, 0.546], [0.398, 0.161, -1.508], [0.733, 0.824, -0.762], [0.251, -0.276, -0.042], [-0.486, 0.131, 0.178], [0.075, 0.093, -0.123], [0.409, -0.292, 0.053], [0.429, 0.827, 0.240], [0.109, -0.069, 0.036], [-0.013, -0.252, 0.223], [-0.062, -0.255, -0.113], [-0.780, 0.099, -0.418], [-0.085, -0.201, -0.376], [0.225, 0.473, -0.366], [0.259, 0.388, 0.128], [0.128, 0.150, 0.141], [-0.232, -0.450, 0.544], [-0.850, 1.618, -2.371], [0.879, -1.616, 2.316], [0.001, 0.076, 0.345], [0.292, 0.389, -0.811], [-0.600, -0.621, -0.087], [-0.601, -1.082, 0.561], [0.063, 0.406, -0.323], [1.168, 0.586, 0.140], [0.440, 0.331, 0.041], [-0.442, 0.195, -0.160], [0.027, -0.344, -0.221], [0.158, 0.136, 0.146], [-0.134, -0.139, -0.206], [0.320, 0.210, -0.096], [-0.182, -0.363, -0.237], [0.156, 0.128, -0.407]],
  "orbital_gap_ev": [6.62, 4.37],
  "energy_ev": -54400.62139,
  "homo_ha": [-0.5521, -0.5430],
  "charge": 2
}